Entry 1:
ORCA calculation (ωB97M-V/def2-TZVPD) on C41H49Cl5InN11O4S2Si2Te as an isolated structure.

ORCA input file:
```
! wB97M-V def2-TZVPD RIJCOSX def2/J DEFGRID3
* xyz 2 1
In 0.26 0.13 -0.85
C -0.18 5.80 -0.24
N 0.19 4.41 0.03
C -0.29 3.31 -0.55
N 0.50 2.28 -0.26
C 1.46 2.83 0.54
N 1.31 4.11 0.72
C 0.43 6.24 -1.55
C 1.44 7.18 -1.61
C 2.04 7.48 -2.83
C 1.67 6.82 -3.99
C 0.65 5.87 -3.92
C 0.02 5.61 -2.72
C 0.28 5.07 -5.09
N 0.86 4.98 -6.24
N 0.16 4.01 -6.96
C -0.78 3.60 -6.19
O -0.77 4.23 -4.98
C -1.77 2.55 -6.41
C -1.88 1.96 -7.67
C -2.77 0.91 -7.85
C -3.52 0.44 -6.78
C -3.41 1.03 -5.53
C -4.22 0.50 -4.36
N -3.43 0.51 -3.13
C -2.18 0.09 -2.95
N -1.80 0.37 -1.71
C -2.89 0.98 -1.16
N -3.89 1.09 -2.00
C -2.54 2.09 -5.35
H 0.20 6.38 0.60
H -1.26 5.86 -0.25
H -1.18 3.28 -1.15
H 2.27 2.27 0.98
H 1.78 7.68 -0.71
H 2.83 8.23 -2.88
H 2.15 7.02 -4.93
H -0.79 4.89 -2.70
H -1.28 2.32 -8.49
H -2.87 0.45 -8.82
H -4.20 -0.40 -6.93
H -4.56 -0.52 -4.56
H -5.09 1.11 -4.15
H -1.59 -0.39 -3.71
H -2.93 1.30 -0.13
H -2.45 2.57 -4.38
Cl 0.94 -3.69 5.26
C 0.49 -2.56 4.05
C 1.39 -2.18 3.06
Cl 2.98 -2.84 3.04
C 1.00 -1.29 2.08
Cl 2.17 -0.75 0.89
C -0.30 -0.75 1.99
O -0.70 0.00 1.01
C -1.17 -1.10 3.05
Cl -2.72 -0.36 3.06
C -0.79 -1.99 4.04
Cl -1.91 -2.41 5.27
C 0.32 -6.97 1.24
Si 1.79 -6.37 0.25
C 3.32 -6.33 1.30
C 1.99 -7.37 -1.31
C 1.41 -4.57 -0.30
Te -0.53 -4.41 -1.06
C -1.46 -3.73 0.69
Si -3.36 -3.63 0.57
C -3.99 -3.53 2.31
C -3.95 -5.18 -0.30
C -3.76 -2.13 -0.46
H 0.46 -8.02 1.50
H -0.65 -6.92 0.72
H 0.22 -6.42 2.18
H 3.58 -7.34 1.62
H 3.15 -5.73 2.20
H 4.17 -5.91 0.77
H 2.21 -8.41 -1.09
H 2.80 -6.98 -1.92
H 1.08 -7.36 -1.92
H 2.08 -4.26 -1.11
H 1.47 -3.84 0.50
H -0.97 -2.77 0.85
H -1.15 -4.42 1.48
H -3.74 -4.43 2.88
H -5.08 -3.42 2.33
H -3.57 -2.67 2.84
H -3.57 -6.09 0.17
H -3.67 -5.20 -1.36
H -5.04 -5.24 -0.27
H -3.46 -1.22 0.05
H -4.83 -2.07 -0.67
H -3.22 -2.18 -1.41
O -0.41 -2.68 -1.93
O 0.46 -1.96 -1.01
S 3.84 1.40 -1.22
C 5.26 0.61 -1.55
N 6.48 1.14 -1.43
C 7.63 0.25 -1.55
C 7.15 -0.92 -2.41
S 5.37 -1.05 -2.08
H 6.57 2.07 -1.06
H 7.94 -0.09 -0.56
H 8.46 0.77 -2.02
H 7.65 -1.85 -2.13
H 7.31 -0.73 -3.47
C 2.13 -1.55 -3.57
C 1.77 -0.11 -3.71
N 1.00 0.61 -2.90
C 0.95 1.89 -3.43
C 1.68 1.93 -4.57
N 2.18 0.66 -4.73
H 1.29 -2.18 -3.85
H 2.38 -1.76 -2.54
H 2.98 -1.79 -4.21
H 0.42 2.69 -2.96
H 1.89 2.73 -5.27
H 2.77 0.35 -5.49
*
```

The calculation puts the highest occupied orbital energy at -12.42 eV. The total energy comes out at -6629.12886 hartree. As for the largest force on an atom: 0.53 eV/Å. For the relative energy (zero: lowest compared OMol25 entry of this formula, charge and spin), the calculation gives 0.0000 eV. As for the molecular weight: 1299.91 g/mol. For the gap between HOMO and LUMO, the calculation gives 7.5 eV.


Entry 2:
ORCA calculation (ωB97M-V/def2-TZVPD) on C41H50As4OPtS as an isolated structure in a non-equilibrium geometry.

ORCA input file:
```
! wB97M-V def2-TZVPD RIJCOSX def2/J DEFGRID3
* xyz 2 1
Pt 0.09 0.23 -0.22
C 3.30 0.89 2.84
As 2.22 0.24 1.33
C 2.15 -1.64 1.86
C 3.49 0.11 -0.17
C 3.95 1.41 -0.84
C 5.05 2.09 -0.01
C 2.80 2.43 -0.93
As 1.05 1.90 -1.65
C 1.23 1.74 -3.58
C 0.14 3.60 -1.53
C 4.47 1.11 -2.26
As 5.92 -0.19 -2.72
C 7.03 -0.44 -1.12
C 4.89 -1.86 -2.60
H 3.41 1.97 2.84
H 4.28 0.42 2.78
H 2.82 0.59 3.77
H 3.10 -2.13 1.70
H 1.37 -2.14 1.28
H 1.88 -1.71 2.92
H 2.95 -0.50 -0.90
H 4.36 -0.47 0.17
H 4.68 2.41 0.96
H 5.43 2.97 -0.54
H 5.89 1.41 0.15
H 3.13 3.30 -1.50
H 2.54 2.77 0.08
H 1.95 2.48 -3.92
H 0.26 1.97 -4.03
H 1.53 0.75 -3.89
H 0.65 4.32 -2.16
H 0.14 3.95 -0.50
H -0.89 3.49 -1.86
H 4.80 2.05 -2.70
H 3.63 0.75 -2.87
H 7.56 0.48 -0.87
H 7.78 -1.19 -1.38
H 6.46 -0.79 -0.26
H 3.99 -1.79 -3.21
H 4.61 -2.11 -1.57
H 5.50 -2.67 -3.00
C -3.69 -5.02 -0.86
C -3.52 -4.34 -2.06
C -2.51 -3.40 -2.20
C -1.66 -3.15 -1.13
C -1.84 -3.81 0.09
C -2.85 -4.75 0.21
As -0.10 -2.03 -1.35
C 1.28 -3.38 -1.56
C 1.78 -4.26 -0.61
C 2.72 -5.21 -0.98
C 3.17 -5.27 -2.30
C 2.63 -4.42 -3.26
C 1.67 -3.48 -2.91
C 0.96 -2.59 -3.85
C 1.10 -2.59 -5.23
C 0.33 -1.73 -6.00
C -0.57 -0.85 -5.40
C -0.72 -0.86 -4.02
C 0.02 -1.74 -3.26
H -4.48 -5.75 -0.76
H -4.17 -4.55 -2.90
H -2.38 -2.88 -3.14
H -1.19 -3.59 0.93
H -2.98 -5.28 1.15
H 1.43 -4.23 0.41
H 3.10 -5.90 -0.25
H 3.92 -5.99 -2.58
H 2.95 -4.51 -4.29
H 1.79 -3.27 -5.71
H 0.43 -1.74 -7.07
H -1.15 -0.17 -6.01
H -1.43 -0.19 -3.54
O -1.37 -0.87 1.24
S -2.45 0.08 0.73
C -3.84 0.02 1.88
C -5.11 0.24 1.38
C -6.17 0.25 2.27
C -5.95 0.05 3.63
C -4.66 -0.18 4.10
C -3.59 -0.20 3.23
C -1.92 1.71 1.30
C -2.54 2.84 0.78
C -2.19 4.09 1.26
C -1.23 4.21 2.26
C -0.63 3.08 2.79
C -0.98 1.82 2.32
H -5.28 0.39 0.32
H -7.18 0.42 1.91
H -6.78 0.06 4.32
H -4.49 -0.35 5.16
H -2.59 -0.38 3.58
H -3.30 2.74 0.01
H -2.68 4.97 0.87
H -0.97 5.19 2.64
H 0.10 3.17 3.58
H -0.57 0.92 2.77
*
```

The calculation puts the highest occupied orbital energy (alpha / beta) at -12.66 / -12.66 eV. The total energy comes out at -11127.60876 hartree. As for the largest force on an atom: 1.78 eV/Å. For the relative energy (zero: lowest compared OMol25 entry of this formula, charge and spin), the calculation gives 1.6182 eV. As for the molecular weight: 1085.68 g/mol. For the gap between HOMO and LUMO (alpha / beta), the calculation gives 5.3 / 5.3 eV.


Entry 3:
ORCA calculation (ωB97M-V/def2-TZVPD) on C41H50F2N4NaO3SSi as an isolated structure.

ORCA input file:
```
! wB97M-V def2-TZVPD RIJCOSX def2/J DEFGRID3
* xyz -1 1
Na -0.70 0.37 -0.55
C -0.24 -2.13 3.16
C 0.90 -1.79 2.23
C 1.23 -2.62 1.17
C 2.21 -2.27 0.26
C 2.91 -1.08 0.42
C 2.61 -0.26 1.49
C 1.61 -0.60 2.39
H -1.18 -1.73 2.77
H -0.08 -1.71 4.15
H -0.36 -3.21 3.26
H 0.70 -3.56 1.04
H 2.42 -2.90 -0.59
H 3.66 -0.79 -0.30
H 3.14 0.68 1.62
H 1.35 0.07 3.20
F -4.21 5.06 0.20
C -4.06 3.70 0.17
C -2.87 3.15 -0.23
C -2.65 1.76 -0.25
C -3.76 0.97 0.12
C -4.95 1.57 0.53
F -6.01 0.81 0.96
C -5.14 2.93 0.58
C -3.66 -0.52 0.01
C -4.74 -1.31 -0.40
C -4.58 -2.67 -0.56
C -3.34 -3.24 -0.30
C -2.32 -2.39 0.09
N -2.46 -1.08 0.25
H -2.09 3.84 -0.54
H -6.07 3.37 0.92
H -5.69 -0.84 -0.62
H -5.41 -3.28 -0.90
H -3.16 -4.29 -0.42
H -1.33 -2.78 0.28
C -1.80 -3.12 -6.13
C -1.00 -2.63 -4.94
C -1.79 -2.80 -3.65
C 0.33 -3.37 -4.86
O -0.78 -1.24 -5.17
Si 0.36 -0.21 -4.56
S 0.80 -0.45 -2.57
O -0.16 1.29 -5.01
C -1.20 2.11 -4.48
C -0.63 2.94 -3.34
C -2.39 1.27 -4.01
C -1.64 3.01 -5.63
O 1.66 -0.46 -5.55
C 2.99 0.04 -5.46
C 3.80 -0.90 -4.57
C 3.54 0.04 -6.88
C 3.01 1.46 -4.89
H -2.06 -4.18 -6.02
H -1.23 -2.99 -7.05
H -2.73 -2.54 -6.22
H -2.02 -3.86 -3.48
H -2.73 -2.25 -3.71
H -1.22 -2.42 -2.80
H 0.16 -4.45 -4.76
H 0.91 -3.03 -4.00
H 0.92 -3.19 -5.76
H -0.26 2.28 -2.55
H -1.39 3.60 -2.91
H 0.21 3.54 -3.70
H -2.10 0.62 -3.18
H -2.75 0.64 -4.82
H -3.19 1.92 -3.66
H -0.78 3.57 -6.00
H -2.40 3.72 -5.29
H -2.04 2.42 -6.44
H 3.79 -1.91 -4.99
H 3.36 -0.93 -3.57
H 4.84 -0.56 -4.49
H 3.48 -0.97 -7.30
H 4.59 0.35 -6.89
H 2.96 0.71 -7.51
H 2.64 1.47 -3.87
H 2.37 2.11 -5.49
H 4.03 1.85 -4.91
C 2.13 3.76 -0.98
C 1.80 2.46 -0.64
N 0.85 2.16 0.25
C 0.19 3.17 0.81
C 0.46 4.51 0.56
C 1.45 4.80 -0.37
C -0.36 5.55 1.21
C 0.06 6.66 1.82
C 1.44 7.08 2.09
C 2.49 6.19 2.33
C 3.72 6.74 2.63
N 3.94 8.05 2.69
C 2.88 8.81 2.44
N 1.65 8.40 2.16
H 2.89 3.95 -1.73
H 2.28 1.61 -1.12
H -0.62 2.89 1.48
H 1.66 5.83 -0.63
H -1.43 5.39 1.15
H -0.68 7.37 2.16
H 2.34 5.12 2.30
H 4.57 6.09 2.84
H 3.03 9.88 2.48
*
```

The calculation puts the highest occupied orbital energy at -4.89 eV. The total energy comes out at -3087.09138 hartree. As for the largest force on an atom: 0.23 eV/Å. For the relative energy (zero: lowest compared OMol25 entry of this formula, charge and spin), the calculation gives 0.0695 eV. As for the molecular weight: 768.02 g/mol. For the gap between HOMO and LUMO, the calculation gives 6.6 eV.


Entry 4:
ORCA calculation (ωB97M-V/def2-TZVPD) on C41H51BrN6NaO2PS as an isolated structure in a non-equilibrium geometry.

ORCA input file:
```
! wB97M-V def2-TZVPD RIJCOSX def2/J DEFGRID3
* xyz 0 1
Na -0.04 1.17 -1.47
O 4.04 0.36 -2.93
C 3.89 0.15 -4.23
C 4.79 -0.62 -4.98
C 4.57 -0.85 -6.37
C 3.50 -0.30 -7.03
C 2.56 0.42 -6.31
C 2.68 0.54 -4.90
C 1.58 1.07 -3.98
O 1.75 0.68 -2.66
N 0.30 0.63 -4.57
N -0.77 0.63 -3.85
C -1.79 -0.10 -4.27
C -2.75 -0.64 -3.36
Br -2.78 0.09 -1.57
C -3.67 -1.57 -3.69
C -3.55 -2.52 -4.76
C -4.67 -3.11 -5.32
C -4.64 -3.95 -6.40
C -3.38 -4.31 -6.95
C -2.22 -3.80 -6.41
C -2.29 -2.87 -5.37
H 2.97 0.58 -2.63
H 5.65 -1.08 -4.54
H 5.12 -1.64 -6.99
H 3.28 -0.50 -8.08
H 1.69 0.86 -6.76
H 1.51 2.20 -4.05
H 0.35 0.07 -5.41
H -1.90 -0.40 -5.32
H -4.64 -1.59 -3.23
H -5.60 -2.83 -4.81
H -5.57 -4.39 -6.80
H -3.37 -5.09 -7.71
H -1.23 -4.09 -6.80
H -1.39 -2.42 -4.97
C 2.19 -5.04 3.45
C 2.88 -3.75 3.85
C 2.13 -2.57 3.98
C 2.74 -1.39 4.32
C 4.10 -1.33 4.54
C 4.84 -2.48 4.45
C 4.26 -3.74 4.11
H 1.14 -5.08 3.55
H 2.62 -5.92 4.03
H 2.45 -5.27 2.40
H 1.04 -2.59 3.77
H 2.18 -0.47 4.45
H 4.58 -0.41 4.86
H 5.90 -2.42 4.60
H 4.87 -4.69 4.03
C -2.52 5.81 1.21
C -1.72 4.58 1.14
C -0.98 3.84 2.11
C -0.34 2.79 1.44
N -0.63 2.85 0.12
N -1.40 3.97 -0.04
C 0.57 1.71 1.88
H -3.61 5.59 1.19
H -2.21 6.56 0.50
H -2.35 6.28 2.21
H -0.92 4.13 3.15
H -1.87 4.17 -0.93
H 0.76 1.72 2.97
H 1.53 1.85 1.39
H 0.19 0.69 1.63
C -4.04 -0.87 6.90
C -3.33 0.16 5.99
P -3.80 0.09 4.15
C -5.19 1.36 4.10
C -4.65 2.60 3.32
C -4.72 -1.53 3.87
C -4.93 -2.07 2.45
H -3.78 -0.65 7.95
H -3.58 -1.86 6.78
H -5.11 -0.89 6.83
H -2.25 -0.03 5.97
H -3.49 1.21 6.36
H -5.53 1.55 5.13
H -6.04 0.98 3.52
H -4.19 3.36 3.93
H -5.42 3.08 2.79
H -3.90 2.33 2.59
H -5.60 -1.52 4.48
H -4.09 -2.25 4.40
H -5.32 -1.31 1.82
H -5.64 -2.92 2.44
H -4.00 -2.39 2.01
N 2.48 4.78 -0.54
C 3.35 3.77 -0.36
N 2.96 2.51 -0.09
C 4.02 1.71 0.14
C 3.92 0.33 0.50
C 5.09 -0.34 0.68
C 6.33 0.27 0.55
C 6.47 1.62 0.20
C 5.29 2.38 -0.01
S 5.11 4.01 -0.53
H 1.54 4.51 -0.89
H 2.89 5.60 -0.97
H 2.95 -0.16 0.71
H 5.09 -1.39 0.96
H 7.24 -0.30 0.77
H 7.48 2.05 0.18
*
```

The calculation puts the highest occupied orbital energy at -7.02 eV. The total energy comes out at -5547.72094 hartree. As for the largest force on an atom: 3.78 eV/Å. As for the molecular weight: 825.83 g/mol. For the gap between HOMO and LUMO, the calculation gives 6.7 eV.